[1]
Density functional theory data (wB97M-V/def2-TZVPD) for a structure of composition C5H11NSi at a distorted geometry.

Properties
energy: -14727.3372 eV
energy above the lowest of the compared OMol25 structures with the same formula, charge and spin: 101.4 kcal/mol
HOMO: -9.92 eV
LUMO energy: 0.38 eV

The geometry in ORCA input format:
```
! RIJCOSX wB97M-V def2-TZVPD def2/J DEFGRID3
* xyz 0 1
C -0.728 2.990 -1.641
C -0.265 1.887 -1.513
C -1.580 -0.991 -0.114
C 0.347 0.718 1.698
C 1.379 -1.847 0.238
N 0.866 0.401 -1.231
Si 0.198 -0.360 0.168
H -1.012 3.991 -1.787
H -2.190 -0.026 -0.469
H -1.574 -1.880 -0.838
H -2.008 -1.288 0.712
H 0.953 0.253 2.475
H 0.857 1.630 1.479
H -0.611 1.067 2.108
H 1.518 -2.281 1.298
H 0.919 -2.640 -0.206
H 2.269 -1.635 -0.240
H 0.661 0.013 -2.139
*
```


[2]
Density functional theory data (wB97M-V/def2-TZVPD) for a cluster of 10 separate species, C9H36BF4O9 in total at a distorted geometry.

Properties
energy: -39896.6845 eV
energy above the lowest of the compared OMol25 structures with the same formula, charge and spin: 0.0 kcal/mol
HOMO: -7.12 eV
LUMO energy: 2.66 eV

The geometry in ORCA input format:
```
! RIJCOSX wB97M-V def2-TZVPD def2/J DEFGRID3
* xyz -1 1
B 0.072 0.620 0.069
F -0.789 -0.006 -0.829
F -0.629 1.420 1.003
F 0.833 -0.375 0.742
F 0.975 1.447 -0.638
C -3.864 1.474 -0.035
O -4.878 0.713 -0.546
H -2.861 1.064 -0.168
H -3.850 2.451 -0.535
H -4.056 1.661 1.019
H -4.737 -0.206 -0.303
C -1.082 4.685 0.894
O -1.831 3.913 -0.011
H -1.153 4.178 1.855
H -0.014 4.684 0.639
H -1.407 5.719 0.914
H -1.359 3.072 0.070
C 2.123 2.278 2.419
O 2.276 3.116 1.305
H 2.533 1.283 2.272
H 2.560 2.799 3.269
H 1.056 2.119 2.583
H 1.957 2.666 0.504
C 4.159 -2.006 2.098
O 4.688 -1.836 3.411
H 3.862 -3.060 2.006
H 3.266 -1.390 1.984
H 4.921 -1.722 1.386
H 4.660 -0.887 3.577
C -0.262 0.246 -4.176
O -0.546 1.338 -3.331
H 0.810 0.093 -4.321
H -0.671 -0.690 -3.769
H -0.790 0.406 -5.110
H -0.357 0.975 -2.464
C 0.320 -3.483 0.238
O -0.514 -2.727 -0.653
H 1.339 -3.338 -0.108
H 0.162 -3.209 1.291
H 0.014 -4.538 0.264
H -0.169 -1.818 -0.641
C -1.659 -0.952 2.968
O -0.364 -0.610 3.306
H -1.681 -1.853 2.351
H -2.198 -1.134 3.905
H -2.098 -0.127 2.421
H 0.138 -0.487 2.493
C -3.229 -1.797 -2.513
O -2.406 -2.936 -2.681
H -3.999 -2.006 -1.768
H -2.660 -0.901 -2.293
H -3.756 -1.620 -3.444
H -1.680 -2.826 -2.041
C 3.286 -1.319 -1.824
O 2.653 -0.195 -2.406
H 3.848 -1.846 -2.588
H 4.028 -1.035 -1.057
H 2.542 -1.919 -1.310
H 2.468 0.434 -1.693
*
```


[3]
Density functional theory data (wB97M-V/def2-TZVPD) for a cluster of 2 separate species, C5H11NO in total at a distorted geometry.

Properties
structure (SMILES): C/C=C/C=C/N.O
energy: -8898.3540 eV
energy above the lowest of the compared OMol25 structures with the same formula, charge and spin: 77.1 kcal/mol
HOMO: -7.02 eV
LUMO energy: 0.90 eV

The geometry in ORCA input format:
```
! RIJCOSX wB97M-V def2-TZVPD def2/J DEFGRID3
* xyz 0 1
C -2.801 0.086 1.584
C -1.667 -0.004 0.606
C -0.530 0.574 1.033
C 0.622 0.667 0.264
C 1.971 0.771 0.589
N 2.920 1.223 -0.179
H -2.604 1.004 2.072
H -3.780 0.265 1.047
H -2.791 -0.724 2.301
H -1.865 -0.114 -0.455
H -0.501 0.822 2.079
H 0.347 0.844 -0.754
H 2.445 0.221 1.536
H 3.612 1.765 0.411
H 2.630 1.837 -0.987
O -0.465 -2.669 -3.006
H 0.389 -2.461 -2.676
H -0.172 -3.233 -3.732
*
```


Q: What is the formula in the second record?
A: C9H36BF4O9